(1)
A molecular structure, C32H28BrCeCl2IN2O4S4 in a non-equilibrium geometry. Source: the Open Molecules 2025 dataset; level of theory: ωB97M-V/def2-TZVPD.

```
75
Properties=species:S:1:pos:R:3:forces:R:3
C -2.9898 -0.4326 0.5766 0.38 -0.08 0.01
S 1.6513 1.4322 -1.1033 0.07 -0.10 0.06
H 2.7979 -0.5111 -6.0786 0.07 0.07 0.08
C -4.6099 -4.5640 0.1393 0.16 -0.01 0.12
H -2.0663 -1.0938 2.4245 0.04 -0.10 0.08
H 8.0410 2.9858 -2.1633 0.01 -0.07 0.01
H 3.6208 -3.2722 -3.4088 0.05 -0.04 0.07
C 8.2648 -0.2908 -3.0221 -0.01 -0.02 0.01
H -0.7898 1.5575 -3.9444 -0.08 -0.16 0.06
H 5.6439 -5.4894 -0.3367 -0.05 0.04 -0.03
H -2.4638 -2.4046 -3.2196 0.08 0.15 0.04
C 3.6923 -3.6152 -2.3827 0.12 -0.06 -0.06
H -6.3374 -4.5396 -1.2299 0.17 0.06 0.09
H -1.4568 -0.7511 -5.0195 -0.05 0.07 0.18
C -1.2066 0.6932 -3.4416 0.23 0.15 0.00
C 1.0477 1.6560 2.9496 0.36 -0.08 -0.08
C -2.4973 -1.4848 -0.4203 -0.95 0.22 -0.31
C 7.1615 -0.7766 -2.3383 -0.04 -0.08 -0.03
C -3.3858 0.6733 2.5846 0.21 -0.16 0.28
H -2.7286 -3.8828 1.1153 -0.11 -0.01 -0.12
C -2.1396 -1.3921 -2.9996 -0.09 -0.08 -0.23
C -3.4952 -3.7040 0.3681 -0.05 -0.11 0.06
C 3.3272 0.0894 -5.3344 -0.09 0.00 0.05
C 5.2486 -0.4690 -0.7962 -0.04 0.02 -0.14
H 2.4217 2.8037 -3.3385 -0.03 0.10 0.08
H 3.8884 2.6549 -4.3004 0.07 0.01 0.08
H 6.9184 -1.8332 -2.3468 0.04 0.05 0.00
C 1.1922 0.1789 2.5740 1.13 0.81 2.15
C 2.4037 1.1552 -4.7394 0.23 -0.19 -0.03
C 3.2608 0.9882 -1.5372 0.07 -0.10 0.04
S -1.6063 0.7994 -1.7727 -0.09 -0.27 -0.12
C -1.5734 -0.5002 -3.9692 -0.03 -0.14 -0.10
H 9.4578 1.4366 -3.4741 -0.09 -0.03 0.02
C -2.6729 -0.3626 1.9120 -0.18 0.08 -0.07
C 6.3506 0.0983 -1.6181 -0.07 0.11 0.11
C 4.8210 -4.8635 -0.6589 0.09 -0.04 -0.08
C 6.6684 1.4570 -1.5545 -0.02 0.06 0.00
S -4.1663 0.7369 0.1539 -0.09 0.11 0.06
H 1.9769 1.7662 -5.5397 0.00 -0.01 0.07
N 3.7953 1.3755 -2.6747 -0.29 0.01 -0.31
C 3.8426 -4.5085 0.2560 0.13 -0.12 0.22
O 0.2508 -0.6008 2.8780 0.37 0.23 -0.05
H 4.7380 1.0623 -2.8604 0.11 0.08 -0.01
Ce 0.1222 -0.5735 0.5927 -1.56 -1.22 -3.49
C 4.7467 -4.4218 -1.9723 0.01 -0.01 -0.03
Cl -0.2493 2.0724 1.7223 -0.02 0.48 0.25
H -4.7849 -5.4847 0.6838 0.00 0.14 -0.08
N 3.9948 0.2231 -0.6791 0.20 0.27 -0.36
Cl 2.4812 2.5893 2.6906 -0.04 -0.01 0.09
H 4.1947 0.5400 -5.8259 -0.07 -0.04 0.04
H -3.2889 0.8872 3.6426 -0.01 -0.02 -0.14
H 3.8949 -4.8427 1.2872 0.02 0.03 -0.15
Br 1.4784 -3.2676 1.1328 -0.01 -0.27 0.20
C -5.4250 -4.1002 -0.8447 -0.11 -0.03 -0.04
H 1.5778 0.6752 -4.2124 -0.09 -0.03 0.01
C -2.2348 -0.8337 -1.7703 0.05 0.04 0.31
C 8.5795 1.0622 -2.9600 0.01 0.02 0.00
H 0.6440 1.8302 3.9375 -0.19 -0.03 0.04
C -4.2253 1.3379 1.7550 -0.21 0.19 -0.08
C 3.1168 2.0941 -3.7738 0.04 -0.14 0.14
C -3.4973 -2.6195 -0.4572 0.38 -0.18 -0.12
H -4.8901 2.1609 1.9912 0.11 -0.15 -0.02
H 6.0658 2.1329 -0.9549 0.02 -0.05 -0.05
S -4.8520 -2.6338 -1.5116 -0.05 0.07 -0.05
C 7.7853 1.9352 -2.2245 -0.04 -0.02 0.00
H 3.5083 -0.0434 0.1516 -0.24 -0.16 0.47
C 2.7173 -3.2634 -1.4664 -0.19 0.18 -0.02
H 3.6886 -0.5970 -4.5584 -0.01 0.08 -0.10
I 1.1298 -2.0640 -2.1181 0.36 -0.20 -0.36
O -1.2260 -1.9625 0.0420 -0.20 0.30 0.66
O 5.3557 -1.4825 -0.1602 -0.05 -0.06 0.03
O 2.0224 -0.1255 1.6750 0.28 0.29 0.58
H 8.8911 -0.9701 -3.5879 -0.04 0.05 0.04
C 2.7980 -3.7128 -0.1612 -0.03 0.14 -0.07
H 5.5074 -4.7075 -2.6896 -0.05 0.01 0.07
```
Positions in Å, forces in eV/Å.

Calculated values
Spin multiplicity: 1
Total charge: +2
E_tot, a.u.: -7506.2034
E_LUMO, eV: -7.7
Kohn-Sham gap, eV: 5.6

=====

(2)
A molecular structure, C32H28BrIN6O2SW in a non-equilibrium geometry. Source: the Open Molecules 2025 dataset; level of theory: ωB97M-V/def2-TZVPD.

```
72
Properties=species:S:1:pos:R:3:forces:R:3
H -0.8989 -4.4597 1.7283 -0.01 -0.01 0.00
H 1.6395 -1.8899 -3.6260 -0.01 0.00 -0.04
C -0.4142 -2.5203 1.2212 -0.01 0.04 0.11
C 1.2617 -1.2213 2.6046 -0.03 0.06 -0.04
N -1.7160 -0.4953 1.4284 0.01 0.08 0.11
H -4.5940 0.3044 2.8830 0.00 0.00 0.00
H -3.8888 4.6884 2.1168 0.00 0.00 0.00
C 3.5447 2.7184 -2.1498 0.04 -0.02 0.02
H 2.0909 3.1218 -5.2011 0.00 -0.03 -0.01
N -0.9663 -3.8218 0.9487 0.00 0.02 -0.02
H -4.3334 -1.2121 2.0203 0.00 0.00 0.00
C -0.3635 -1.7274 -0.0689 0.02 -0.02 0.03
H 3.2569 -5.6880 1.8902 -0.02 -0.01 0.02
I -0.7395 4.5026 -2.0898 0.00 0.00 0.01
C -3.1751 3.9285 1.8287 0.00 0.01 0.00
H -2.3785 -2.3428 1.8393 0.00 0.00 -0.01
C 1.4247 -5.0259 2.1029 0.00 -0.01 0.00
N 0.6017 -2.0462 -1.1205 -0.33 -0.40 0.05
C 1.5580 -3.5787 2.5848 -0.01 0.01 -0.01
C 0.8609 -1.1605 -3.4386 0.09 -0.16 -0.21
H -4.5041 2.2875 2.2499 0.00 0.00 0.00
W -0.0194 0.3733 0.4093 -0.36 0.49 0.06
C 2.1971 2.7974 -4.1741 0.07 0.08 0.08
O 0.7818 -0.0616 2.0672 0.16 -0.27 -0.15
C -3.5267 2.5795 1.8966 0.01 -0.01 0.00
C -1.9483 0.0817 -3.6230 0.00 0.03 0.01
C 2.6793 0.2617 4.0770 0.00 0.01 0.00
H -2.8682 -0.0596 -4.1773 0.01 -0.04 0.00
H 0.9056 -0.4391 -5.3741 -0.16 -0.19 -0.08
C -1.0357 3.2685 1.0227 0.01 -0.02 -0.01
C -3.8412 -0.4178 2.5880 0.01 0.00 0.00
C -2.5975 1.6307 1.5433 0.00 0.01 0.00
H 3.2488 0.7994 3.3147 0.01 0.00 0.01
H -1.3574 -1.8711 -0.4982 0.01 0.00 -0.02
H 0.5558 -5.5069 2.5575 0.00 0.00 0.00
C 0.8353 -2.4696 2.1284 -0.08 -0.06 -0.04
O 2.5140 -5.8257 2.4882 0.02 0.01 -0.02
H -1.0294 0.7950 -5.3887 0.00 -0.02 0.00
C -1.8731 -0.1741 -2.3255 0.02 -0.02 0.14
C 1.2934 1.8603 -2.1494 0.01 0.13 0.19
C -0.3307 2.0822 -3.8222 -0.18 0.17 -0.02
C -2.7420 0.1897 1.7964 -0.04 0.01 0.00
H -0.6716 2.7977 -4.5673 0.03 0.05 0.03
C 2.2563 -1.0831 3.5724 -0.01 -0.04 -0.02
C 0.3847 -1.0414 -2.0882 0.90 0.31 0.55
H -0.5609 -4.2527 0.1286 0.00 0.00 0.00
C 2.5335 -3.3447 3.5593 0.00 0.01 0.03
Br 2.4153 1.9543 0.4156 -0.06 0.04 -0.01
C -0.0351 1.4441 -1.5950 -0.12 0.09 -0.06
H -1.5825 5.3028 1.3694 0.00 0.00 0.00
H 3.0755 -4.1907 3.9589 0.00 0.00 -0.01
H 4.2464 3.4307 -4.0318 0.00 0.00 0.00
N -1.3708 1.9775 1.0656 -0.03 -0.02 0.03
H 3.3193 0.1234 4.9439 0.00 0.00 0.00
H -3.4170 -0.8730 3.4884 0.00 0.00 0.00
H 1.8236 0.8785 4.3517 0.00 0.00 0.00
C 1.1385 2.2590 -3.4770 0.04 -0.60 -0.15
C 3.4094 2.9966 -3.5023 -0.07 0.01 -0.08
H 1.2955 -5.0514 1.0190 0.00 0.00 0.00
N 2.8568 -2.1588 4.0586 0.01 -0.01 0.00
C 0.3913 -0.3843 -4.4213 0.36 0.56 0.21
N -1.5343 -1.7785 1.9031 0.07 -0.05 0.07
H 4.4624 2.9454 -1.6258 0.00 0.01 0.00
C -0.5270 0.0721 -1.6883 -0.16 -0.13 -0.11
C 2.4538 2.1706 -1.4942 -0.07 -0.02 0.01
C -0.7366 0.6300 -4.3531 -0.13 -0.04 -0.26
H -2.7092 -0.5675 -1.7582 -0.01 0.00 -0.01
S 1.8758 -0.8763 -0.6688 -0.11 -0.05 -0.43
H -2.0070 2.2058 -2.3360 0.00 -0.02 0.00
C -1.9070 4.2737 1.4165 0.00 0.00 0.01
C -0.9455 2.3874 -2.4217 0.07 -0.01 0.06
H -0.0416 3.4972 0.6686 0.00 0.01 -0.01
```
Positions in Å, forces in eV/Å.

Calculated values
Spin multiplicity: 1
Total charge: +2
E_tot, a.u.: -5051.5718
ΔE to the lowest compared entry with this formula, charge and spin, kcal per mole: 114.0
E_LUMO (spin up / spin down), eV: -7.7 / -7.7
Kohn-Sham gap (spin up / spin down), eV: 6.0 / 6.0

=====

(3)
A molecular structure, C32H28ClN3O5RuS4Sb in a non-equilibrium geometry. Source: the Open Molecules 2025 dataset; level of theory: ωB97M-V/def2-TZVPD.

```
75
Properties=species:S:1:pos:R:3:forces:R:3
S 0.5008 -1.8250 -1.5688 -0.24 0.06 0.21
Sb -2.2963 2.1975 -2.2519 0.12 -0.19 0.01
Ru -0.1804 -0.3082 0.0363 1.09 -0.47 -1.36
H -2.7022 4.2458 0.0644 0.02 0.00 -0.01
C -3.9786 1.9702 3.7534 -0.26 -0.07 -0.10
C -2.9038 -0.2234 -5.7983 0.00 0.01 0.00
C -2.6326 0.1995 -4.5041 0.01 -0.01 0.03
C -2.0351 -2.6007 0.7962 0.03 0.34 0.14
C -5.8850 5.0908 -0.7076 -0.02 0.00 0.00
H 2.6404 5.3400 -3.2350 0.00 0.00 0.00
H -4.6565 -1.6661 0.9409 -0.07 0.05 0.00
H -2.3019 -0.5113 -3.7551 0.01 0.00 0.00
H -3.9136 -4.3732 0.1819 0.04 -0.20 0.07
H -3.8252 2.5274 2.8316 0.05 -0.07 0.02
O 0.6512 0.8304 1.7280 -0.73 0.43 0.41
H -0.2251 2.4195 -4.4592 -0.01 0.01 0.00
C -4.7023 -1.2789 1.9472 0.29 0.66 -0.24
O -1.6208 1.0171 2.3419 -0.16 -0.01 0.14
C -0.5338 3.2943 -2.5082 -0.03 0.14 -0.05
C -4.9137 -0.2410 4.5265 -0.26 -0.68 0.34
H -3.5363 0.3567 -7.7611 0.00 0.00 0.00
H -6.1485 -3.8457 3.4669 0.12 -0.08 0.25
H -6.6846 5.7325 -0.3619 0.00 0.01 0.00
C -1.3354 -2.7759 3.4180 -0.05 0.00 0.10
H -4.5207 5.7057 0.8328 0.00 0.02 0.00
O 0.0051 2.3380 3.4400 -0.02 0.06 0.14
C -5.2761 -1.5432 4.3027 -0.09 0.57 0.52
H -3.7922 2.7433 -7.1760 0.00 0.00 0.00
N -5.4498 -3.4470 2.8539 -0.02 1.43 0.22
C -6.0798 4.2814 -1.8173 -0.01 0.01 0.02
C 1.7453 4.7665 -3.0336 -0.01 -0.01 0.01
H -7.0291 4.2880 -2.3362 -0.01 0.00 0.00
C -5.0546 3.4608 -2.2673 0.01 0.03 0.00
C 1.1802 -0.4896 -2.4706 -0.03 0.10 0.12
O -0.5736 2.7944 1.1917 -0.16 0.01 0.13
S -2.3571 0.3150 -0.9011 -0.37 0.15 -0.02
N -1.0115 -1.8794 1.2524 0.06 0.06 0.41
H -3.2922 3.5165 -4.8942 0.00 0.00 0.00
H -0.5546 4.3099 -0.6004 -0.01 0.00 0.00
C -3.6393 4.2630 -0.4789 -0.03 -0.03 0.02
C -3.1921 2.4648 -5.1392 0.02 0.00 0.00
C -2.8086 -3.3846 1.6347 0.17 0.26 0.17
C -0.6530 -1.9594 2.5391 -0.16 -0.07 -0.15
H -2.9943 -4.1018 3.6592 -0.04 -0.07 0.02
S 1.6076 -0.4373 -4.0233 0.03 -0.01 -0.15
H -1.0253 -2.8316 4.4514 0.02 -0.03 0.01
C -3.4692 2.0327 -6.4270 0.00 -0.01 0.00
H -4.7077 2.4946 4.3734 -0.05 -0.07 0.07
O -5.8220 -5.2438 1.5041 0.07 0.35 0.18
H -3.9794 0.6355 1.3772 0.00 -0.05 0.01
Cl -0.4122 1.7933 2.2027 0.75 -0.38 -0.34
H 0.1699 -1.3322 2.8525 0.01 0.01 -0.01
C -3.8331 3.4622 -1.6021 -0.01 0.00 0.03
C 1.2721 3.8697 -3.9792 0.00 0.00 0.01
C -4.3375 0.0207 2.1950 -0.14 -0.57 -0.67
H -4.9923 0.1717 5.5247 0.01 -0.02 -0.01
C 0.1259 3.1317 -3.7228 0.01 -0.05 0.03
C -0.0649 4.1944 -1.5555 -0.01 -0.03 -0.01
C -2.7796 1.5427 -4.1791 -0.08 0.02 -0.04
H -3.0323 1.9657 4.3032 0.01 -0.07 -0.02
N -3.9798 -3.9498 1.0967 -0.20 -0.54 -0.04
H -2.2969 -2.4671 -0.2478 0.07 -0.05 -0.04
H 1.7960 3.7339 -4.9158 0.00 -0.01 0.01
C -5.1487 -2.1048 3.0085 -0.28 -1.26 -0.19
C -3.3243 0.6901 -6.7538 0.00 0.01 0.00
C -2.4388 -3.4802 2.9723 0.08 -0.22 -0.11
C 1.0781 4.9290 -1.8257 0.01 -0.02 -0.01
S 1.2365 0.8244 -1.3054 -0.03 0.02 0.15
C -4.4152 0.5702 3.4846 0.24 0.56 0.23
C -5.1185 -4.3106 1.7821 0.21 -0.05 -0.64
H -5.2142 2.8292 -3.1331 0.01 0.00 0.00
H -2.7819 -1.2660 -6.0599 0.01 0.00 0.00
C -4.6691 5.0791 -0.0367 -0.01 -0.01 0.02
H 1.4522 5.6238 -1.0858 0.00 0.00 0.00
H -5.6268 -2.1652 5.1174 -0.01 0.02 -0.01
```
Positions in Å, forces in eV/Å.

Calculated values
Spin multiplicity: 5
<S²>: 6.05
Total charge: +1
E_tot, a.u.: -4164.2522
ΔE to the lowest compared entry with this formula, charge and spin, kcal per mole: 22.7
E_LUMO (spin up / spin down), eV: -3.4 / -6.9
Kohn-Sham gap (spin up / spin down), eV: 6.5 / 3.2